Density functional theory data (ωB97M-V with the def2-TZVPD basis set) for a molecular structure, C46H66AgN3O4P2.

HOMO energy in eV: -7.4

```
! wB97M-V def2-TZVPD RIJCOSX def2/J DEFGRID3
* xyz 0 1
Ag -0.450 0.768 0.201
C 3.609 3.113 0.557
C 2.395 2.327 0.161
N 1.433 2.042 0.950
N 1.398 2.510 2.213
C 0.470 1.855 2.928
O -0.161 0.828 2.584
C 0.162 2.455 4.268
C 0.686 3.683 4.662
C 0.320 4.241 5.878
C -0.569 3.575 6.713
C -1.088 2.346 6.327
C -0.725 1.790 5.110
C 2.251 1.812 -1.223
C 3.257 2.023 -2.165
C 3.103 1.548 -3.455
C 1.940 0.877 -3.791
C 0.986 0.704 -2.802
N 1.131 1.142 -1.555
H 3.702 4.027 -0.035
H 4.523 2.531 0.413
H 3.525 3.378 1.607
H 1.379 4.188 4.003
H 0.729 5.198 6.178
H -0.854 4.012 7.661
H -1.778 1.822 6.977
H -1.124 0.837 4.784
H 4.152 2.558 -1.884
H 3.882 1.706 -4.190
H 1.768 0.496 -4.787
H 0.060 0.190 -3.017
C -7.723 -4.015 -1.380
C -6.623 -3.535 -2.326
C -7.122 -2.381 -3.200
C -5.369 -3.139 -1.581
C -5.385 -2.238 -0.533
C -4.242 -1.924 0.197
C -4.461 -0.730 1.141
C -3.227 0.116 1.402
C -5.236 -0.999 2.437
C -3.013 -2.589 -0.078
C -2.942 -3.237 -1.340
C -4.119 -3.556 -2.009
C -1.648 -3.418 -2.098
C -1.698 -4.349 -3.304
C -1.164 -2.033 -2.530
C -2.067 -2.742 1.119
C -2.846 -2.902 2.282
C -2.350 -2.886 3.572
C -0.992 -2.746 3.769
C -0.178 -2.770 2.652
C -0.649 -2.822 1.336
P 0.647 -3.253 0.082
C 2.348 -2.522 0.567
C 3.319 -3.340 1.423
C 2.219 -1.144 1.224
C 3.001 -2.306 -0.812
C 0.742 -5.141 0.393
C 1.152 -5.619 1.791
C 1.716 -5.707 -0.647
C -0.642 -5.758 0.126
H -8.592 -4.358 -1.944
H -8.053 -3.208 -0.722
H -7.373 -4.836 -0.754
H -6.356 -4.366 -2.986
H -7.380 -1.518 -2.582
H -8.013 -2.673 -3.759
H -6.356 -2.066 -3.910
H -6.309 -1.734 -0.269
H -5.118 -0.092 0.540
H -2.752 0.328 0.430
H -3.513 1.081 1.829
H -2.508 -0.334 2.075
H -4.580 -1.343 3.236
H -6.020 -1.745 2.288
H -5.710 -0.077 2.777
H -4.064 -4.137 -2.920
H -0.886 -3.805 -1.434
H -2.354 -3.976 -4.092
H -2.027 -5.354 -3.031
H -0.695 -4.429 -3.729
H -1.928 -1.524 -3.126
H -0.251 -2.125 -3.120
H -0.931 -1.416 -1.657
H -3.909 -3.045 2.155
H -3.032 -2.978 4.408
H -0.563 -2.690 4.762
H 0.890 -2.788 2.807
H 2.927 -3.561 2.415
H 4.231 -2.750 1.556
H 3.608 -4.278 0.948
H 2.129 -1.209 2.309
H 1.361 -0.562 0.903
H 3.115 -0.557 1.003
H 2.438 -1.577 -1.398
H 3.056 -3.230 -1.392
H 4.019 -1.927 -0.677
H 2.209 -5.475 1.996
H 0.953 -6.693 1.861
H 0.572 -5.136 2.577
H 2.738 -5.359 -0.487
H 1.416 -5.427 -1.660
H 1.725 -6.799 -0.586
H -1.401 -5.366 0.805
H -0.572 -6.836 0.293
H -0.985 -5.616 -0.896
C -2.839 4.118 -1.893
O -2.265 3.098 -1.064
P -1.539 3.442 0.333
O -2.697 4.290 1.115
C -2.982 3.937 2.470
O -0.609 4.658 -0.219
C 0.123 5.409 0.757
H -3.240 4.932 -1.291
H -3.643 3.655 -2.460
H -2.083 4.508 -2.574
H -2.636 4.728 3.136
H -2.487 3.004 2.752
H -4.060 3.820 2.576
H 0.787 4.759 1.333
H -0.562 5.923 1.436
H 0.703 6.151 0.214
*
```